Below is a cluster of 3 separate species, C14H25Br4N2O in total in a non-equilibrium geometry, with properties calculated with the ωB97M-V functional and the def2-TZVPD basis.

```
46
Properties=species:S:1:pos:R:3:forces:R:3:mulliken_charge:R:1
C -3.01068 2.02340 -0.13648 0.22 0.10 -0.35 -0.98
C -1.82896 1.25023 -0.85655 -0.91 0.06 -0.77 -0.43
C -1.96718 -0.31678 -0.76299 -0.17 0.72 0.53 -1.20
C -0.79016 -1.03880 -0.01917 -1.72 -0.01 -0.43 0.24
C -1.40952 -2.32851 0.67454 -0.32 0.33 -0.51 -1.31
C 0.40084 -1.46940 -0.93109 0.53 -0.88 3.56 0.77
O 0.09669 -2.68597 -1.65640 -0.40 0.72 -2.15 -0.36
C -0.42131 -2.39455 -2.85416 1.26 -0.86 3.94 0.46
N -0.88721 -1.85595 -3.73144 -1.00 0.87 -2.66 -0.42
C 1.53568 -1.89938 0.06454 1.25 -1.29 -0.44 -1.17
C 2.71094 -0.89763 -0.16965 -0.97 1.17 0.35 -0.53
C 2.29134 -0.13770 -1.43420 0.59 -1.81 1.92 -0.11
N 1.08348 -0.46556 -1.75133 0.80 1.38 -1.38 0.13
H -2.65977 2.65870 0.70104 -0.22 -0.48 -0.41 0.28
H -3.50689 2.69027 -0.87586 0.35 -0.34 0.57 0.29
H -3.80045 1.33254 0.22991 0.64 0.38 -0.11 0.23
H -0.83163 1.62943 -0.54166 -0.59 -0.32 0.00 0.36
H -1.94291 1.51116 -1.93809 0.39 -0.13 0.75 0.28
H -2.18658 -0.72283 -1.77486 0.37 -0.01 0.71 0.26
H -2.88583 -0.51859 -0.16144 0.70 0.10 -0.42 0.58
H -0.47478 -0.36590 0.81245 0.38 -0.33 -0.88 0.51
H -2.32027 -2.56748 0.07675 0.75 -0.24 0.48 0.47
H -0.73202 -3.20427 0.66569 -0.45 0.48 0.23 0.43
H -1.76944 -2.09198 1.71044 0.58 -0.14 -0.91 0.04
H 1.25802 -2.02054 1.13358 -0.18 0.76 -0.83 0.34
H 1.83634 -2.94784 -0.18362 -0.05 0.89 -0.22 0.41
H 2.59793 -0.13017 0.64227 0.40 -0.27 -0.58 0.33
H 3.75672 -1.24892 -0.10641 -0.65 0.08 -0.38 0.49
H 2.94633 0.57571 -1.96731 -0.71 -0.24 0.13 0.10
H 0.74273 0.01874 -2.58919 -0.89 -0.54 0.36 0.40
Br -5.23233 0.01222 3.00770 0.11 -0.07 -0.07 -0.11
C -4.42462 -1.44032 4.02319 -0.31 0.14 0.02 -0.52
C -3.54548 -0.91734 5.12926 0.18 -0.20 0.02 -0.57
Br -1.84458 -0.26742 4.43537 0.00 0.07 -0.02 -0.15
H -3.89110 -2.06501 3.31151 0.03 0.03 0.10 0.28
H -5.26354 -2.00032 4.43467 0.08 0.03 0.03 0.36
H -3.28459 -1.71788 5.82020 -0.03 0.01 -0.06 0.34
H -3.99394 -0.09713 5.68369 -0.02 -0.03 -0.11 0.38
Br 3.35361 3.98450 -2.04152 0.00 -0.10 0.09 -0.13
C 5.30011 3.94301 -1.93840 -0.16 0.16 -0.12 -0.55
C 5.85816 2.76600 -2.69149 0.20 0.04 0.03 -0.58
Br 5.61809 1.11423 -1.68526 -0.01 -0.11 -0.05 -0.12
H 5.56237 3.94193 -0.88375 0.01 -0.06 -0.07 0.38
H 5.63042 4.87759 -2.38999 0.00 -0.08 -0.03 0.35
H 6.93459 2.86688 -2.82282 -0.05 -0.01 0.06 0.36
H 5.39137 2.61763 -3.66167 -0.01 0.04 0.08 0.38
```
Forces are in eV/Å.

Values from the calculation:
Kohn-Sham gap ... 0.289 Ha
E_HOMO ... -12.2 eV
Calculated total energy ... -300112.761 eV
Charge ... +1
F_max ... 4.2 eV Å⁻¹



Below is a cluster of 8 separate species, C14H25BrClN7OP2 in total, with properties calculated with the ωB97M-V functional and the def2-TZVPD basis.

```
51
Properties=species:S:1:pos:R:3:forces:R:3:mulliken_charge:R:1
O 3.19474 -0.66236 4.93300 0.24 -0.10 -0.12 -0.46
P 2.06308 -0.04727 3.90428 -0.09 0.07 -0.19 0.28
Cl 0.37788 -0.95088 4.64350 -0.29 -0.11 0.07 -0.26
P 2.42040 -1.48874 2.14791 -0.06 0.64 0.54 0.25
Br 2.89651 -2.81102 0.22742 0.05 -0.39 -0.36 -0.46
H 3.69553 0.08319 5.27118 0.16 0.06 0.33 0.32
H 3.72823 -1.69581 2.57692 0.21 0.02 -0.09 0.12
H 2.09744 -0.44763 1.27794 -0.01 -0.09 -0.27 0.04
H 1.48213 -2.43405 2.54916 -0.17 -0.08 -0.05 0.16
C 4.32936 -3.64979 6.35416 -0.06 0.21 0.09 -0.65
C 4.64172 -4.98088 5.85878 0.03 -0.13 -0.05 0.28
N 4.88814 -6.03016 5.46493 -0.01 0.04 0.02 -0.35
H 4.74130 -3.51103 7.35226 0.02 -0.05 0.00 0.31
H 4.74613 -2.88938 5.69681 0.00 -0.03 -0.04 0.18
H 3.25195 -3.50154 6.40020 -0.01 -0.04 -0.02 0.23
C 4.52555 -0.68112 -2.54348 0.02 -0.07 -0.20 -0.75
C 4.45091 0.07721 -1.30835 -0.08 0.00 0.26 0.39
N 4.37435 0.64464 -0.31333 0.01 0.01 -0.02 -0.44
H 5.55146 -0.71326 -2.90569 0.01 0.02 0.02 0.29
H 4.17840 -1.69729 -2.36174 -0.02 0.01 0.06 0.23
H 3.89433 -0.21960 -3.30085 -0.01 0.02 0.02 0.25
C 2.24191 3.30977 0.10408 0.28 0.05 -0.15 -0.44
C 1.29976 3.63371 1.16110 -0.16 -0.01 0.06 0.35
N 0.52910 3.87456 1.97845 0.02 -0.02 -0.02 -0.46
H 2.67846 2.32462 0.25822 -0.02 0.00 0.06 0.03
H 1.73151 3.29568 -0.85542 0.00 0.03 0.04 0.26
H 3.05314 4.03595 0.06933 -0.04 0.04 0.10 0.33
C -1.67765 0.95792 -0.62023 -0.16 -0.06 0.10 -0.47
C -0.48958 1.35031 -1.35805 0.18 0.10 0.12 0.32
N 0.47415 1.69247 -1.88098 -0.14 -0.16 -0.21 -0.50
H -2.58005 1.20487 -1.17230 0.01 0.00 -0.04 0.12
H -1.68873 -0.11281 -0.42826 0.02 -0.01 -0.03 0.35
H -1.70490 1.47049 0.33872 0.07 0.02 0.00 0.09
C -5.22642 0.74790 -3.69183 -0.05 0.13 -0.12 -0.60
C -4.87923 0.09481 -2.43897 -0.02 -0.10 0.10 0.39
N -4.60350 -0.43069 -1.45561 -0.02 0.06 -0.09 -0.40
H -4.69033 0.29408 -4.52021 0.01 -0.03 0.01 -0.03
H -6.29143 0.65317 -3.89290 -0.01 -0.03 0.02 0.33
H -4.97225 1.80599 -3.65284 0.01 0.00 0.04 0.30
C -4.31718 2.61248 2.77361 -0.06 0.15 0.05 -0.80
C -3.78562 1.31467 2.38753 0.03 -0.14 0.00 0.38
N -3.36585 0.29033 2.08491 0.03 0.05 0.03 -0.39
H -3.81144 2.97195 3.66766 0.02 -0.02 0.00 0.28
H -4.16323 3.33424 1.97344 0.02 -0.01 -0.01 0.27
H -5.38352 2.53482 2.97698 0.00 -0.03 -0.01 0.30
C -3.47327 -0.99439 -7.64382 0.14 -0.07 -0.05 -0.81
C -4.73924 -0.37771 -7.27720 -0.14 0.05 -0.01 0.39
N -5.73867 0.10685 -6.98703 0.08 -0.02 0.02 -0.40
H -3.59427 -1.58407 -8.55038 -0.02 0.00 0.00 0.31
H -2.72064 -0.22845 -7.82079 -0.01 0.02 0.00 0.27
H -3.12881 -1.64837 -6.84462 -0.02 0.00 0.01 0.28
```
Forces are in eV/Å.

Values from the calculation:
Kohn-Sham gap ... 0.323 Ha
E_HOMO ... -8.5 eV
Calculated total energy ... -128542.249 eV
F_max ... 0.8 eV Å⁻¹
SMILES string ... OP(Cl)[PH3]Br.CC#N.CC#N.CC#N.CC#N.CC#N.CC#N.CC#N



Below is a structure of composition C14H25ClIrN3O3P in a non-equilibrium geometry, with properties calculated with the ωB97M-V functional and the def2-TZVPD basis.

```
48
Properties=species:S:1:pos:R:3:forces:R:3:mulliken_spin:R:1
Cl -3.08367 -2.09785 -2.59129 -0.20 -0.22 0.09 1.02
C 1.93776 -2.45250 -4.38899 -1.13 -0.11 -0.46 0.17
C 2.69699 -1.24343 -4.59504 -0.51 1.36 -1.18 0.22
C 1.80128 -0.13195 -4.46475 0.65 -0.39 -1.15 0.06
H 3.76138 -1.17511 -4.81858 -0.35 -0.08 0.17 0.02
C 0.47174 -0.63460 -4.19297 0.27 -0.43 -0.27 0.22
C 0.57235 -2.07653 -4.15958 -0.01 -0.08 -1.35 0.09
H -0.28797 -2.71450 -3.96890 0.45 -0.03 -0.05 0.02
H 2.33789 -3.46301 -4.41974 -0.12 0.27 0.03 0.02
H 2.03274 0.92787 -4.56143 0.12 -0.40 0.03 0.01
C -0.75917 0.17838 -3.98504 -0.21 -0.36 0.31 0.03
Ir 1.84042 -1.21925 -2.47042 0.88 0.02 0.78 1.48
C 2.79793 -0.20578 -1.21621 3.77 4.35 3.37 0.13
C 1.01239 -2.20806 -1.08835 -3.78 -4.00 3.24 0.24
O 3.39412 0.38541 -0.41092 -2.00 -2.05 -1.98 0.11
O 0.49459 -2.80374 -0.23667 1.65 1.82 -1.32 0.13
H -0.51848 1.09436 -3.43730 -0.11 -0.09 -0.13 0.01
H -1.49252 -0.42290 -3.41811 0.41 0.55 -0.32 -0.01
H -1.22168 0.44675 -4.94285 0.19 -0.04 0.07 0.02
C -2.44000 -1.01893 0.88306 -0.45 -0.11 -0.22 -0.01
N -1.41681 -0.56134 1.81902 -0.87 0.51 0.21 0.42
C -1.63293 -0.95003 3.21051 0.08 -0.16 0.46 -0.02
P -0.38719 0.68774 1.40046 3.52 -0.79 0.31 -0.05
O -0.05892 0.73179 -0.04595 -0.61 -0.22 0.75 0.02
N -0.92659 2.18653 1.93332 -1.81 -0.14 0.09 0.49
C -1.58479 3.05918 0.96702 0.25 0.29 -0.53 -0.02
C -1.39864 2.36597 3.29962 0.32 0.53 0.66 0.00
N 0.82080 0.42336 2.55539 -0.85 0.39 -1.36 0.00
C 1.77737 1.50813 2.78641 0.18 0.18 0.14 0.00
C 1.47720 -0.88104 2.54834 0.14 -0.25 0.17 0.01
H -3.28655 -1.42145 1.45171 0.22 0.12 -0.19 0.00
H -2.05951 -1.80357 0.21641 0.10 0.15 0.23 0.02
H -2.79679 -0.20414 0.23876 0.17 -0.10 0.16 0.02
H -1.62016 -2.04889 3.28552 -0.09 0.27 -0.12 0.02
H -0.85003 -0.54941 3.86307 -0.28 -0.12 -0.32 0.00
H -2.61709 -0.59917 3.56213 0.17 -0.10 -0.18 0.03
H -2.65153 2.80969 0.85366 0.18 0.05 0.14 0.04
H -1.50329 4.09400 1.32335 -0.08 -0.26 -0.02 0.02
H -1.08595 2.97237 -0.00262 -0.16 -0.04 0.24 0.00
H -2.39575 1.92299 3.45568 0.19 0.08 -0.16 0.03
H -0.69549 1.95098 4.03019 -0.19 -0.04 -0.30 0.00
H -1.47826 3.44668 3.47990 -0.07 -0.31 0.00 0.01
H 2.61640 1.46246 2.07458 -0.23 0.08 0.18 0.00
H 1.27421 2.47823 2.69332 0.33 -0.19 0.08 0.00
H 2.17455 1.40346 3.80620 -0.08 0.13 -0.28 0.00
H 0.78288 -1.67037 2.24597 0.16 0.08 0.09 0.00
H 2.34052 -0.88677 1.86670 -0.16 -0.03 0.15 0.00
H 1.83423 -1.09197 3.56543 -0.04 -0.06 -0.27 0.00
```
Forces are in eV/Å.

Values from the calculation:
Kohn-Sham gap (spin up / spin down) ... 0.239 / 0.200 Ha
Spin multiplicity ... 6
E_HOMO (spin up / spin down) ... -11.8 / -15.4 eV
Calculated total energy ... -50165.408 eV
Charge ... +2
F_max ... 6.7 eV Å⁻¹
⟨S²⟩ ... 8.777



Below is a cluster of 3 separate species, C14H25ClO3Si2 in total in a non-equilibrium geometry, with properties calculated with the ωB97M-V functional and the def2-TZVPD basis.

```
45
Properties=species:S:1:pos:R:3:forces:R:3:mulliken_charge:R:1
Cl 3.88707 2.82480 1.39563 -0.35 -0.04 -1.40 -0.28
Si 3.34004 2.69847 -0.67783 -1.60 -0.09 0.49 0.54
O 1.65396 2.23950 -0.85744 2.78 -1.13 0.83 -0.19
Si 1.62549 0.56009 -0.38172 -1.03 0.43 1.29 0.37
C 0.13601 0.12463 0.78662 -0.23 -0.20 0.74 -0.74
C -0.02789 -1.49461 0.95723 -0.21 0.22 -0.73 -0.32
C 1.36818 -2.26155 0.82649 2.36 -2.05 -0.88 0.29
C 1.58143 -3.12463 -0.46888 2.67 -0.24 1.84 -0.25
C 2.90226 -3.89755 -0.74584 0.10 2.00 3.59 -0.51
C 4.06409 -3.80751 0.30977 -3.95 2.04 0.48 -0.43
C 3.82271 -2.96116 1.59388 -1.78 -0.02 -1.64 -0.34
C 2.51536 -2.19607 1.89511 -0.36 -1.99 -4.15 -0.32
H 3.58694 4.02810 -1.24111 -0.28 0.14 0.11 -0.17
H 4.20465 1.76019 -1.43026 -0.13 -0.09 0.40 -0.10
H 1.70135 -0.39223 -1.48648 -0.12 0.20 -0.47 -0.12
H 2.82992 0.35932 0.46113 0.08 0.10 -0.30 -0.11
H -0.81903 0.58116 0.35883 1.09 -0.69 0.71 0.40
H 0.30503 0.56850 1.84114 -0.17 -0.43 -1.77 0.35
H -0.59601 -1.76442 1.92519 1.16 0.53 -1.34 0.35
H -0.74511 -1.80190 0.10232 1.41 0.10 1.29 0.03
H 0.76049 -3.22890 -1.27047 1.29 0.39 1.61 0.26
H 3.06040 -4.54503 -1.67985 -0.45 1.23 1.58 0.31
H 5.05361 -4.34370 0.14408 -1.58 0.86 0.31 0.33
H 4.66962 -2.88090 2.36369 -1.43 -0.19 -1.34 0.29
H 2.30822 -1.54830 2.80605 0.69 -1.11 -1.24 0.33
C -3.97353 -3.28892 0.70383 0.39 0.01 0.07 -0.98
C -3.93921 -2.85840 -0.73862 0.63 0.13 -0.34 0.83
O -2.88610 -2.63742 -1.30739 -0.45 -0.08 0.28 -0.53
C -5.25796 -2.71166 -1.44989 0.15 0.11 -0.36 -1.13
H -2.95261 -3.35282 1.08690 -0.12 0.01 -0.08 0.19
H -4.52507 -2.55662 1.29738 -0.15 -0.16 0.00 0.32
H -4.44073 -4.27251 0.78717 -0.16 0.13 0.09 0.35
H -5.86653 -1.95380 -0.95199 -0.11 -0.18 0.06 0.33
H -5.78223 -3.66961 -1.46223 -0.12 0.11 0.15 0.33
H -5.08031 -2.39648 -2.48030 0.00 -0.04 0.15 0.30
C -0.34382 6.53817 0.12169 -0.19 0.27 0.23 -1.05
C -1.40595 5.48464 -0.05130 -0.76 0.01 0.26 0.76
O -2.51015 5.61305 0.44436 0.55 -0.03 -0.21 -0.56
C -1.04796 4.26706 -0.86070 -0.34 -0.14 0.11 -0.71
H -0.74099 7.35665 0.72595 0.03 -0.13 -0.08 0.30
H 0.52190 6.11273 0.63402 0.09 0.01 -0.20 0.28
H -0.04999 6.93339 -0.85315 0.18 -0.12 0.05 0.31
H -0.21401 3.74031 -0.39252 0.12 0.08 -0.24 0.07
H -0.78589 4.56152 -1.87925 0.22 -0.07 0.07 0.32
H -1.90770 3.59445 -0.90122 0.08 0.12 0.01 0.29
```
Forces are in eV/Å.

Values from the calculation:
Kohn-Sham gap ... 0.336 Ha
E_HOMO ... -8.6 eV
Calculated total energy ... -49342.308 eV
F_max ... 4.6 eV Å⁻¹